# 1
Density functional theory data (the ωB97M-V functional and the def2-TZVPD basis) for C5H6N2S in the gas phase.

CARTESIAN COORDINATES (ANGSTROEM)
H 0.410 2.706 0.172
N -0.109 1.867 0.077
C 0.639 0.887 -0.034
N 2.061 1.102 -0.015
C 2.693 0.014 -0.032
S 1.743 -1.471 0.060
C 0.259 -0.510 -0.037
C -0.890 -1.143 -0.043
C -2.178 -0.450 0.008
H 3.831 -0.023 -0.184
H -0.845 -2.243 0.106
H -2.107 0.634 -0.387
H -2.592 -0.423 1.021
H -2.914 -0.945 -0.713

Results
energy above the lowest of the compared OMol25 structures with the same formula, charge and spin	155.5	kJ/mol
SMILES	[H]/N=C1\N=CS\C1=C\C
HOMO	-0.3164	hartree
Kohn-Sham gap	0.320	Ha

=====

# 2
Density functional theory data (the ωB97M-V functional and the def2-TZVPD basis) for a gas-phase ion, C5H13N2 (charge +1).

CARTESIAN COORDINATES (ANGSTROEM)
C -2.587 -0.947 -2.556
N -2.208 -0.458 -1.237
C -0.849 -0.553 -0.959
C -0.194 0.292 -0.124
C 1.207 0.136 0.201
C 1.451 0.035 1.798
N 2.246 1.149 2.285
H -3.243 -0.292 -3.257
H -1.720 -1.159 -3.164
H -3.175 -1.771 -2.219
H -2.827 0.272 -0.920
H -0.279 -1.480 -1.379
H -0.781 1.159 0.293
H 1.762 0.962 -0.336
H 1.472 -0.874 -0.116
H 0.424 0.145 2.306
H 1.833 -1.006 2.168
H 2.659 1.656 1.421
H 3.024 0.795 2.884
H 1.784 1.940 2.910

Results
total charge	+1
energy above the lowest of the compared OMol25 structures with the same formula, charge and spin	353.9	kJ/mol
SMILES	CN/C=C/CC[NH3+]
HOMO	-0.4028	hartree
Kohn-Sham gap	0.264	Ha

=====

# 3
Density functional theory data (the ωB97M-V functional and the def2-TZVPD basis) for 4 unconnected molecules or ions with the total composition C4H14NO3.

CARTESIAN COORDINATES (ANGSTROEM)
C 0.608 -0.115 3.276
C 0.351 -0.563 1.892
C 0.143 0.268 0.852
N -0.115 -0.141 -0.461
C 0.821 -0.688 -1.128
H 1.282 0.765 3.305
H -0.174 0.204 3.970
H 0.941 -1.021 3.822
H 0.387 -1.631 1.622
H -0.001 1.346 1.092
H -1.049 -0.106 -0.913
H 0.676 -1.149 -2.151
H 1.838 -0.662 -0.795
H -1.667 -2.606 0.480
H -2.660 -2.721 -0.606
O -1.745 -2.432 -0.490
H 1.755 2.437 -2.320
H 2.828 1.957 -1.286
O 2.081 1.682 -1.824
H -1.954 1.027 -3.259
H -2.427 2.476 -2.522
O -1.919 1.672 -2.555

Results
total charge	+1
energy above the lowest of the compared OMol25 structures with the same formula, charge and spin	211.9	kJ/mol
HOMO	-0.5100	hartree
Kohn-Sham gap	0.366	Ha

=====

# 4
Density functional theory data (the ωB97M-V functional and the def2-TZVPD basis) for a molecular structure, C55H54BaFN4O7P3S3.

CARTESIAN COORDINATES (ANGSTROEM)
Ba 0.815 -0.220 0.321
S 1.367 -2.678 2.243
P -0.690 -2.564 2.346
C -1.392 -1.684 1.127
P -2.641 -0.594 1.264
S -2.720 0.736 -0.304
C -4.339 -1.418 1.209
C -4.506 -2.459 0.290
C -5.744 -3.058 0.074
C -6.867 -2.619 0.769
C -6.736 -1.561 1.656
C -5.488 -0.962 1.861
C -2.768 0.395 2.825
C -3.362 -0.116 3.982
C -3.432 0.630 5.157
C -2.872 1.901 5.196
C -2.258 2.420 4.062
C -2.221 1.675 2.884
C -1.186 -4.369 2.253
C -2.094 -4.785 1.293
C -2.416 -6.143 1.130
C -1.824 -7.096 1.943
C -0.903 -6.691 2.916
C -0.586 -5.345 3.060
C -1.064 -2.207 4.128
C -1.968 -2.981 4.851
C -2.202 -2.747 6.208
C -1.524 -1.726 6.862
C -0.624 -0.934 6.151
C -0.397 -1.175 4.799
H -3.646 -2.768 -0.288
H -5.834 -3.863 -0.647
H -7.832 -3.083 0.603
H -7.604 -1.187 2.187
H -5.422 -0.117 2.532
H -3.781 -1.112 3.974
H -3.901 0.208 6.039
H -2.906 2.483 6.110
H -1.808 3.407 4.081
H -1.774 2.096 1.991
H -2.529 -4.031 0.658
H -3.126 -6.443 0.364
H -2.061 -8.147 1.816
H -0.425 -7.430 3.552
H 0.152 -5.036 3.795
H -2.513 -3.778 4.357
H -2.906 -3.372 6.747
H -1.696 -1.549 7.917
H -0.092 -0.125 6.644
H 0.326 -0.570 4.274
O 0.827 1.191 2.201
S 2.262 0.929 2.503
O 2.518 0.368 3.797
O 2.914 0.251 1.364
C 3.022 2.522 2.495
C 3.771 2.893 3.614
C 4.468 4.095 3.592
C 4.435 4.901 2.458
C 3.690 4.516 1.349
C 2.953 3.336 1.343
P 1.904 2.776 -0.124
C 0.540 4.023 -0.100
C 0.549 5.288 0.492
C -0.597 6.079 0.492
C -1.777 5.611 -0.082
C -1.811 4.342 -0.642
C -0.661 3.564 -0.648
C 3.049 3.403 -1.441
C 4.280 2.769 -1.635
C 5.120 3.158 -2.678
C 4.738 4.178 -3.547
C 3.514 4.810 -3.362
C 2.682 4.421 -2.314
H 3.803 2.230 4.472
H 5.052 4.399 4.456
H 4.993 5.831 2.430
H 3.690 5.136 0.457
H 1.445 5.668 0.974
H -0.571 7.056 0.960
H -2.673 6.220 -0.068
H -2.730 3.922 -1.034
H -0.733 2.555 -1.030
H 4.583 1.958 -0.977
H 6.069 2.652 -2.818
H 5.384 4.469 -4.369
H 3.189 5.590 -4.042
H 1.714 4.905 -2.195
C 1.886 -4.859 -0.756
N 1.698 -3.861 -1.801
C 0.271 -3.579 -1.954
C 2.346 -4.285 -3.016
C 2.366 -3.286 -4.172
N 2.620 -1.911 -3.817
C 3.846 -1.723 -3.077
C 2.573 -1.065 -4.993
H 1.397 -5.819 -1.019
H 1.478 -4.510 0.194
H 2.956 -5.052 -0.614
H -0.270 -4.476 -2.311
H 0.112 -2.738 -2.634
H -0.134 -3.304 -0.978
H 1.879 -5.212 -3.397
H 3.375 -4.555 -2.762
H 1.419 -3.316 -4.717
H 3.139 -3.641 -4.880
H 4.739 -2.054 -3.645
H 3.820 -2.266 -2.129
H 3.976 -0.658 -2.856
H 3.358 -1.334 -5.730
H 2.722 -0.017 -4.718
H 1.604 -1.154 -5.494
F -0.143 5.294 -5.139
C -0.302 4.004 -5.460
C -0.650 3.106 -4.564
N -0.854 1.766 -4.843
C -0.952 0.808 -3.713
C 0.213 0.871 -2.815
O 0.230 -0.067 -1.961
O 0.992 1.843 -2.906
C -0.651 1.287 -6.117
O -0.791 0.126 -6.455
N -0.273 2.263 -7.039
C -0.054 3.619 -6.839
O 0.302 4.353 -7.738
H -0.804 3.396 -3.530
H -1.078 -0.181 -4.130
H -1.841 1.039 -3.113
H -0.106 1.919 -7.970

Results
total charge	-2
HOMO	-0.0835	hartree
Kohn-Sham gap	0.226	Ha

=====

# 5
Density functional theory data (the ωB97M-V functional and the def2-TZVPD basis) for a gas-phase ion, C11H19N3 (charge +2).

CARTESIAN COORDINATES (ANGSTROEM)
C 1.635 -0.312 -3.228
C -0.768 0.121 -0.932
C 0.600 -0.795 -4.130
C -0.724 -0.329 -3.503
C -0.960 0.162 3.736
C -0.071 1.212 3.080
C -1.643 -0.703 2.686
C 0.937 0.505 2.156
C -0.589 -1.353 1.769
C 1.789 0.946 -1.180
C -0.300 0.543 -2.302
N 0.206 -0.287 1.199
N 1.167 0.445 -2.274
N 0.105 0.102 -0.009
H 2.692 -0.513 -3.334
H -1.828 -0.040 -0.776
H 0.764 -0.393 -5.140
H 0.657 -1.881 -4.271
H -1.317 0.243 -4.213
H -1.324 -1.180 -3.184
H -0.373 -0.460 4.412
H -1.721 0.664 4.338
H -0.668 1.918 2.501
H 0.479 1.774 3.833
H -2.207 -1.507 3.161
H -2.337 -0.107 2.092
H 1.564 1.228 1.631
H 1.565 -0.158 2.757
H 0.070 -1.991 2.363
H -1.049 -1.947 0.978
H 2.767 0.572 -0.921
H 1.506 1.933 -0.849
H -0.622 1.585 -2.446

Results
total charge	+2
energy above the lowest of the compared OMol25 structures with the same formula, charge and spin	88.3	kJ/mol
HOMO (spin up / spin down)	-0.5819 / -0.6030	hartree
Kohn-Sham gap (spin up / spin down)	0.224 / 0.271	Ha

=====

# 6
Density functional theory data (the ωB97M-V functional and the def2-TZVPD basis) for a molecular structure, C15H37CuN2O9S.

CARTESIAN COORDINATES (ANGSTROEM)
Cu -0.871 -2.341 0.697
S -3.123 -0.710 -0.941
O -2.323 0.513 -1.121
O -2.939 -1.315 0.409
O -4.567 -0.369 -1.108
O -2.711 -1.733 -1.927
C -0.081 -3.659 4.473
C 0.186 -2.232 3.937
C 1.660 -2.180 3.497
O -0.679 -1.905 2.948
H 0.253 -4.444 3.782
H -1.149 -3.846 4.608
H 0.457 -3.789 5.423
H 0.102 -1.637 4.870
H 2.467 -2.262 4.235
H 1.862 -1.272 2.916
H 1.788 -2.953 2.726
C -0.253 8.672 -0.739
O -0.458 7.286 -0.851
C -0.314 6.866 -2.205
C -0.825 5.390 -2.403
N -0.715 4.593 -1.188
C 0.670 4.341 -0.853
C 0.864 3.223 0.151
O 0.315 2.042 -0.370
C 1.013 0.898 0.051
H 0.656 9.036 -1.233
H -0.206 8.880 0.325
H -1.073 9.196 -1.242
H 0.655 7.204 -2.602
H -0.978 7.536 -2.783
H -0.376 4.934 -3.285
H -1.842 5.615 -2.729
H -1.164 5.193 -0.508
H 1.196 5.237 -0.462
H 1.258 4.211 -1.768
H 0.511 3.527 1.147
H 1.946 3.105 0.332
H 1.723 0.575 -0.713
H 0.392 0.047 0.384
H 1.534 1.032 1.014
C 3.291 -2.084 0.162
O 1.973 -2.179 -0.308
C 1.912 -2.307 -1.709
C 0.512 -1.986 -2.190
N -0.544 -2.735 -1.547
C -0.492 -4.188 -1.677
C -1.502 -4.849 -0.768
O -1.322 -4.615 0.605
C -2.184 -5.287 1.487
H 3.829 -1.219 -0.248
H 3.727 -3.088 0.093
H 3.312 -1.837 1.227
H 2.080 -3.352 -2.020
H 2.682 -1.658 -2.136
H 0.421 -2.096 -3.282
H 0.295 -0.940 -1.963
H -1.512 -2.357 -1.665
H 0.504 -4.586 -1.457
H -0.701 -4.425 -2.732
H -1.574 -5.923 -1.001
H -2.492 -4.451 -1.040
H -1.989 -6.359 1.358
H -3.216 -4.938 1.414
H -1.869 -5.044 2.503

Results
total charge	-2
energy above the lowest of the compared OMol25 structures with the same formula, charge and spin	107.1	kJ/mol
HOMO	-0.0217	hartree
Kohn-Sham gap	0.162	Ha

=====

# 7
Density functional theory data (the ωB97M-V functional and the def2-TZVPD basis) for C3H5N2OP in the gas phase.

CARTESIAN COORDINATES (ANGSTROEM)
C -0.266 1.518 0.287
C -0.585 -0.786 -0.295
C 1.597 -0.115 0.544
N -1.897 -0.467 -0.608
N 0.275 0.358 0.139
O -0.012 -1.831 -0.438
P -2.897 0.883 -1.119
H 0.283 2.486 0.649
H 2.277 0.136 -0.197
H 1.862 0.272 1.496
H 1.610 -1.108 0.560
H -2.248 -1.345 -1.019

Results
energy above the lowest of the compared OMol25 structures with the same formula, charge and spin	498.7	kJ/mol
HOMO (spin up / spin down)	-0.2656 / -0.2754	hartree
Kohn-Sham gap (spin up / spin down)	0.237 / 0.251	Ha

=====

# 8
Density functional theory data (the ωB97M-V functional and the def2-TZVPD basis) for a molecular structure, C30H31ClGdN6O11S.

CARTESIAN COORDINATES (ANGSTROEM)
Gd 0.263 1.399 0.039
O 4.314 1.380 -0.321
C 3.277 1.994 -0.526
O 2.167 1.480 -0.992
C 3.239 3.476 -0.244
C 4.345 4.226 -0.557
C 4.350 5.589 -0.305
C 3.279 6.203 0.290
C 2.178 5.451 0.634
C 2.087 4.066 0.357
O 1.040 3.371 0.647
N 1.098 6.151 1.313
O 1.101 7.427 1.424
O 0.127 5.477 1.866
N 5.539 6.402 -0.650
O 6.467 5.852 -1.219
O 5.534 7.587 -0.359
H 5.209 3.752 -1.001
H 3.297 7.256 0.503
C -4.298 -3.980 1.165
C -4.496 -3.372 -0.232
C -4.431 -4.485 -1.288
C -5.878 -2.716 -0.290
C -3.382 -2.364 -0.522
C -3.625 -1.103 -1.040
C -2.563 -0.235 -1.246
N -1.303 -0.548 -0.979
C -1.046 -1.779 -0.533
C -2.048 -2.699 -0.289
C 0.398 -2.098 -0.286
C 0.860 -3.397 -0.328
C 2.207 -3.672 -0.097
C 3.022 -2.586 0.167
C 2.489 -1.302 0.168
N 1.202 -1.054 -0.058
C 2.712 -5.119 -0.135
C 4.228 -5.194 0.025
C 2.053 -5.898 1.015
C 2.331 -5.761 -1.477
H -5.174 -4.578 1.434
H -4.168 -3.198 1.920
H -3.423 -4.637 1.206
H -5.196 -5.245 -1.084
H -3.452 -4.973 -1.286
H -4.606 -4.079 -2.290
H -6.639 -3.444 0.005
H -6.123 -2.374 -1.302
H -5.944 -1.861 0.390
H -4.627 -0.763 -1.270
H -2.717 0.762 -1.638
H -1.787 -3.671 0.116
H 0.168 -4.198 -0.568
H 4.083 -2.697 0.356
H 3.135 -0.451 0.323
H 4.549 -4.808 0.998
H 4.742 -4.627 -0.758
H 4.549 -6.238 -0.044
H 2.310 -5.451 1.981
H 2.396 -6.941 1.013
H 0.961 -5.896 0.923
H 2.727 -5.176 -2.313
H 1.246 -5.834 -1.600
H 2.745 -6.775 -1.537
C -2.048 6.931 -0.395
C -2.041 5.428 -0.346
C -2.773 4.738 0.630
C -2.585 3.394 0.698
N -1.817 2.710 -0.170
C -1.251 3.436 -1.176
S -0.474 2.522 -2.417
N -1.306 4.792 -1.248
H -3.072 7.313 -0.444
H -1.484 7.274 -1.260
H -1.583 7.328 0.513
H -3.402 5.257 1.345
H -3.057 2.802 1.475
O -0.039 0.275 4.011
Cl -0.046 0.812 2.686
O -0.620 2.144 2.609
O -0.826 -0.038 1.752
O 1.329 0.864 2.122

Results
multiplicity	8
total charge	-1
energy above the lowest of the compared OMol25 structures with the same formula, charge and spin	80.6	kJ/mol
HOMO (spin up / spin down)	-0.1926 / -0.1937	hartree
Kohn-Sham gap (spin up / spin down)	0.258 / 0.259	Ha

=====

What did we get for E? Answer: -19096.399; -8367.142; -11999.614; -141994.620; -16165.621; -93033.322; -17503.723; -107263.775 eV, in the order shown.
What did we get for strongest force on any atom? Answer: 0.063; 0.078; 0.067; 0.085; 0.034; 0.071; 0.079; 0.092 Eh/bohr, in the order shown.